Formula: C3H4O2Sn
Source: the Open Molecules 2025 dataset
Level of theory: ωB97M-V/def2-TZVPD

Each line ends with the Löwdin charge.
Positions of all 10 atoms, in Å:
O: -1.105 1.459 1.081  -0.161
Sn: -0.831 -0.335 0.459  1.711
O: -2.085 3.026 2.101  0.404
C: -1.516 2.583 1.192  -0.137
C: 1.299 -0.586 -0.649  -0.122
C: 0.514 -1.643 -0.939  -0.156
H: 1.324 0.295 -1.297  0.114
H: 1.966 -0.598 0.218  0.116
H: -0.102 -1.654 -1.844  0.117
H: 0.535 -2.548 -0.322  0.115

Summary:
Net charge = +2
Energy relative to the best compared isomer or geometry (same formula, charge and spin) = 0.0 kcal per mole
Orbital gap = 7.74 eV